No. 1
DFT (ωB97M-V with the def2-TZVPD basis set) results for C56H47CrF5N2O10S8Te as an isolated structure in a non-equilibrium geometry.

Last column: Mulliken charge in e.
Element x y z (Å)
Cr  0.5782  -0.8710  0.2684  1.900
O  3.9107  0.3081  1.3929  -0.422
S  3.6523  -1.3134  1.3096  1.278
O  4.8389  -1.8929  0.7510  -0.644
O  2.5304  -1.4088  0.3448  -0.732
C  4.4588  0.9337  0.2877  0.507
C  5.7982  0.7606  -0.0284  -0.159
C  6.3277  1.4279  -1.1222  -0.783
C  5.5285  2.2726  -1.8863  -0.632
C  4.1960  2.4541  -1.5456  -0.487
C  3.6542  1.7723  -0.4666  -0.519
S  1.9358  2.0831  0.0189  0.436
O  0.4049  0.1439  2.0286  0.419
O  1.5808  3.2768  -0.7891  -0.816
O  1.2748  0.8530  -0.6869  0.753
H  6.3969  0.0926  0.5738  0.469
H  7.3731  1.2950  -1.3729  0.372
H  5.9514  2.8042  -2.7303  0.377
H  3.5479  3.1276  -2.0944  0.508
C  -6.2568  6.5795  0.2560  -1.538
C  -5.1733  5.6095  0.6458  1.257
C  -4.7109  4.6532  -0.2502  -1.036
C  -3.6866  3.7812  0.0970  -0.076
C  -3.1355  3.8627  1.3642  -0.196
C  -3.5775  4.8078  2.2771  -0.662
C  -4.5974  5.6703  1.9145  -0.940
S  -1.7388  2.8227  1.8077  1.123
O  -1.1090  3.5093  2.9706  -0.711
C  -2.6979  1.4619  2.5000  1.910
C  -3.7338  0.9172  1.6997  -0.592
C  -4.5054  -0.0911  2.1768  -0.998
C  -4.2791  -0.6227  3.4721  1.045
C  -5.0592  -1.6939  3.9692  -0.767
C  -4.7860  -2.2554  5.1824  -0.691
C  -3.7122  -1.7646  5.9550  -0.975
C  -2.9515  -0.7241  5.5038  -0.431
C  -3.2154  -0.1177  4.2492  0.124
C  -2.3926  0.9375  3.7245  -1.064
C  -1.2557  1.4075  4.5803  -1.092
C  -1.5314  2.3956  5.5729  1.334
C  -2.8044  3.0208  5.6550  -1.150
C  -3.0569  3.9749  6.5956  -0.841
C  -2.0502  4.3597  7.5107  -0.630
C  -0.8183  3.7808  7.4528  -0.921
C  -0.5249  2.7892  6.4813  0.921
C  0.7548  2.1931  6.4016  -1.354
C  1.0104  1.2497  5.4549  -0.925
C  0.0010  0.8442  4.5496  1.380
S  0.5900  -0.4244  3.4314  -0.233
O  3.3065  -1.6304  2.6603  -0.680
C  -0.6194  -1.6999  3.7152  1.920
C  -0.4091  -2.4985  4.8267  -0.721
C  -1.2666  -3.5614  5.0693  -1.122
C  -2.3069  -3.8453  4.1918  0.899
C  -3.2131  -5.0246  4.4164  -1.753
C  -2.4740  -3.0419  3.0667  -0.864
C  -1.6333  -1.9742  2.8134  -0.310
H  -6.6145  6.3846  -0.7548  0.334
H  -5.8908  7.6075  0.2916  0.327
H  -7.1095  6.5132  0.9348  0.338
H  -5.1460  4.5944  -1.2415  0.320
H  -3.3280  3.0445  -0.6130  0.503
H  -3.0994  4.8632  3.2476  0.570
H  -4.9471  6.4138  2.6231  0.372
H  -3.9084  1.3081  0.7063  -0.081
H  -5.2968  -0.5068  1.5646  0.384
H  -5.8676  -2.0712  3.3533  0.410
H  -5.3790  -3.0848  5.5478  0.507
H  -3.4823  -2.2243  6.9081  0.415
H  -2.1204  -0.3695  6.0993  0.493
H  -3.5748  2.7353  4.9509  0.571
H  -4.0314  4.4444  6.6404  0.436
H  -2.2598  5.1215  8.2512  0.388
H  -0.0371  4.0728  8.1449  0.427
H  1.5268  2.5020  7.0960  0.347
H  1.9898  0.7937  5.3761  0.643
H  0.4197  -2.2975  5.4965  0.547
H  -1.1092  -4.1900  5.9383  0.366
H  -3.0576  -5.4636  5.4021  0.362
H  -3.0281  -5.7982  3.6683  0.353
H  -4.2615  -4.7314  4.3313  0.362
H  -3.2686  -3.2593  2.3614  0.616
H  -1.7450  -1.3850  1.9128  -0.176
O  0.4880  -1.6254  -1.6089  0.671
C  1.1553  -2.7376  -2.1566  1.797
C  0.5876  -2.9825  -3.5802  -0.462
C  -0.7017  -3.2022  -3.9832  -0.675
C  -0.8369  -3.3887  -5.3854  -1.386
C  0.3575  -3.3055  -6.0374  -0.464
S  1.6395  -3.0228  -4.9452  -0.101
C  2.6343  -2.4000  -2.3477  -0.908
C  3.6702  -3.2682  -2.5450  -0.142
C  4.9162  -2.6161  -2.7445  -1.301
C  4.7970  -1.2605  -2.6906  -0.517
S  3.1922  -0.7812  -2.3772  0.485
C  1.0310  -4.0195  -1.3364  -0.583
C  0.1163  -5.0258  -1.4808  -0.481
C  0.2461  -6.0477  -0.5090  -0.871
C  1.2745  -5.8016  0.3527  -0.619
S  2.0670  -4.3456  -0.0049  0.111
H  -1.5244  -3.2853  -3.2932  0.859
H  -1.7776  -3.6019  -5.8757  0.438
H  0.5521  -3.4275  -7.0916  0.482
H  3.5429  -4.3411  -2.5440  0.672
H  5.8535  -3.1334  -2.8904  0.425
H  5.5738  -0.5155  -2.7608  0.559
H  -0.6474  -5.0312  -2.2407  0.486
H  -0.3975  -6.9140  -0.4526  0.417
H  1.5970  -6.3989  1.1907  0.481
F  -3.7472  -1.1433  -1.1375  -0.560
Te  -1.9098  -0.8906  -1.5737  1.531
F  0.1831  -2.3578  1.2143  -1.095
F  -1.9423  -2.7260  -0.9810  -0.652
F  -2.8356  0.9518  -2.1138  -0.634
F  -0.4190  2.1667  -2.1582  -0.241
O  -1.2925  -0.2193  0.0141  -0.354
C  1.2807  0.2912  -5.7524  -0.986
N  -0.1239  0.5710  -5.4711  -0.027
C  -0.5451  1.0895  -4.3145  0.062
S  0.6164  1.3170  -3.0324  0.628
N  -1.8264  1.3041  -4.0845  0.135
C  -2.8887  0.8587  -4.9667  -1.246
H  1.3849  0.1269  -6.8220  0.289
H  1.6382  -0.5854  -5.2122  0.123
H  1.8816  1.1554  -5.4684  0.451
H  -0.8019  0.0589  -6.0146  0.276
H  -2.1098  1.7021  -3.1782  0.304
H  -2.7390  -0.1819  -5.2638  0.292
H  -2.9680  1.4870  -5.8571  0.382
H  -3.8191  0.9162  -4.4077  0.351

Forces on atoms 1 to 3 (eV/Å):
0.88 0.61 -0.48
0.10 -0.06 0.11
-0.08 0.11 -0.26

Results
**Energy relative to the best compared isomer or geometry (same formula, charge and spin)**: 0.000 eV
**E_LUMO (spin up / spin down)**: 1.777 / 1.776 eV
**Highest occupied orbital energy (spin up / spin down)**: -5.58 / -5.62 eV
**Orbital gap (spin up / spin down)**: 7.359 / 7.394 eV
**Spin multiplicity**: 4
**Total charge**: -1



No. 2
DFT (ωB97M-V with the def2-TZVPD basis set) results for C56H47N3O2PPdTe as an isolated structure in a non-equilibrium geometry.

Last column: Mulliken charge in e.
Element x y z (Å)
Pd  -1.1530  -0.1514  0.1631  -0.326
C  5.9956  -3.2626  0.4228  -1.499
C  4.9426  -2.2046  0.2809  0.150
C  5.2341  -0.9579  -0.2694  -0.791
C  4.2748  0.0341  -0.4375  1.651
C  4.7393  1.3585  -1.0032  -0.524
O  5.4655  1.3604  -1.9677  -0.577
C  4.3337  2.6071  -0.2982  0.570
C  3.9375  2.5931  1.0384  -0.548
C  3.6365  3.7826  1.6859  -0.279
C  3.7378  4.9888  1.0018  -0.793
C  4.1447  5.0064  -0.3272  -0.608
C  4.4492  3.8190  -0.9733  -0.595
C  2.9541  -0.2177  -0.0711  -1.571
O  1.9589  0.6689  -0.2816  1.080
C  2.6671  -1.4560  0.5505  -0.522
C  3.6327  -2.4291  0.7143  0.134
C  1.2494  -1.5055  0.9894  0.682
N  0.3175  -1.6586  0.0913  0.860
C  0.6327  -2.2065  -1.2497  -1.326
C  1.3010  -1.2355  -2.2242  -1.547
Te  0.5961  0.7081  -1.7713  0.504
C  1.8083  1.8218  -3.0479  1.080
C  1.9021  3.1916  -2.8209  -0.355
C  2.5928  3.9624  -3.7408  -0.680
C  3.1560  3.3719  -4.8660  -0.659
C  3.0511  2.0023  -5.0776  -0.830
C  2.3608  1.2116  -4.1739  -0.424
C  0.9411  -1.2188  2.3984  1.297
C  1.8797  -1.5582  3.3754  -0.963
C  1.5512  -1.4665  4.7200  -0.860
C  0.3006  -1.0058  5.1055  -1.001
C  -0.6250  -0.6091  4.1425  -1.308
C  -0.3005  -0.7209  2.8069  1.286
H  6.9475  -2.9342  0.0136  0.446
H  5.6961  -4.1787  -0.0885  0.350
H  6.1469  -3.5210  1.4724  0.346
H  6.2496  -0.7353  -0.5736  0.535
H  3.9011  1.6602  1.5890  0.613
H  3.3530  3.7741  2.7305  0.457
H  3.5350  5.9182  1.5178  0.501
H  4.2557  5.9483  -0.8481  0.485
H  4.8067  3.8129  -1.9948  0.772
H  3.3764  -3.3764  1.1771  0.679
H  -0.3140  -2.5654  -1.6517  0.835
H  1.2850  -3.0744  -1.1406  0.344
H  1.0874  -1.5110  -3.2571  0.800
H  2.3763  -1.1704  -2.0881  0.686
H  1.4614  3.6446  -1.9401  0.115
H  2.6884  5.0281  -3.5821  0.477
H  3.6749  3.9853  -5.5901  0.450
H  3.5000  1.5497  -5.9511  0.473
H  2.2752  0.1480  -4.3501  0.395
H  2.8618  -1.9069  3.0861  0.564
H  2.2773  -1.7538  5.4681  0.508
H  0.0506  -0.9369  6.1557  0.442
H  -1.5864  -0.2101  4.4391  0.605
H  -1.0197  -0.4023  2.0411  0.206
N  0.4076  2.0696  0.6048  -0.322
C  -0.4037  3.1904  0.3544  -1.070
C  0.1412  4.4482  0.2608  0.350
C  -0.6600  5.5836  0.0533  -1.038
C  -2.0122  5.4497  -0.0821  -0.963
C  -2.5944  4.1630  -0.0799  0.982
C  -3.9726  3.9851  -0.3235  -0.711
C  -4.4681  2.7210  -0.4630  -1.580
C  -3.5896  1.6392  -0.3351  -0.262
N  -2.3113  1.7485  -0.0161  0.757
C  -1.7913  3.0140  0.1172  0.302
H  0.0058  1.4004  1.2478  0.207
H  1.3665  2.2706  0.8615  -0.167
H  1.2118  4.5619  0.3939  0.257
H  -0.2011  6.5620  0.0231  0.502
H  -2.6477  6.3133  -0.2245  0.455
H  -4.6083  4.8554  -0.4279  0.486
H  -5.5092  2.5346  -0.6870  0.573
H  -3.9602  0.6538  -0.5326  0.740
C  -4.9558  -1.5287  4.2258  -0.660
C  -4.1117  -2.6082  4.0069  -0.829
C  -3.4822  -2.7674  2.7835  -0.336
C  -3.7093  -1.8461  1.7543  0.336
C  -4.5809  -0.7696  1.9781  -0.296
C  -5.2027  -0.6189  3.2031  -0.947
P  -2.7960  -1.9568  0.2175  2.105
C  -2.0693  -3.5926  0.0839  0.905
C  -2.4689  -4.4315  -0.9582  -0.619
C  -1.9456  -5.7148  -1.0468  -0.901
C  -1.0165  -6.1530  -0.1172  -0.873
C  -0.6073  -5.3140  0.9175  -0.945
C  -1.1239  -4.0369  1.0174  -0.532
C  -3.8743  -1.7438  -1.1989  0.079
C  -5.2372  -2.0248  -1.0979  -0.275
C  -6.0572  -1.8290  -2.2002  -0.882
C  -5.5282  -1.3462  -3.3891  -0.573
C  -4.1662  -1.0786  -3.4969  -0.955
C  -3.3416  -1.2792  -2.4055  -0.241
H  -5.4330  -1.4022  5.1885  0.460
H  -3.9480  -3.3363  4.7898  0.492
H  -2.8548  -3.6313  2.6243  0.508
H  -4.8057  -0.0664  1.1921  0.366
H  -5.8843  0.2055  3.3634  0.494
H  -3.1932  -4.0980  -1.6890  0.484
H  -2.2734  -6.3748  -1.8383  0.502
H  -0.6099  -7.1528  -0.1915  0.466
H  0.1095  -5.6670  1.6475  0.525
H  -0.8075  -3.3864  1.8230  0.494
H  -5.6533  -2.4033  -0.1726  0.574
H  -7.1118  -2.0593  -2.1312  0.482
H  -6.1777  -1.1826  -4.2386  0.461
H  -3.7581  -0.7135  -4.4297  0.487
H  -2.2791  -1.0722  -2.4801  0.359

Forces on atoms 1 to 3 (eV/Å):
-1.16 -0.87 -0.94
-0.04 -0.07 0.08
-0.08 0.14 -0.07

Results
**E_LUMO (spin up / spin down)**: -9.797 / -9.793 eV
**Highest occupied orbital energy (spin up / spin down)**: -15.53 / -15.53 eV
**Orbital gap (spin up / spin down)**: 5.731 / 5.735 eV
**Total charge**: +3



Number 1: calculated total energy -218279.0735 eV. Number 2: calculated total energy -87437.3970 eV.